# 1
A molecular structure, C49H47NiOP2. Source: OMol25; level of theory: ωB97M-V with the def2-TZVPD basis set.

```
100
Properties=species:S:1:pos:R:3
Ni 0.254 1.301 0.087
P -1.835 0.267 0.761
P 1.985 -0.307 -0.587
O -0.383 -2.006 -0.569
C -1.412 -2.479 0.204
C 1.376 3.015 -0.496
C 4.676 0.632 -0.434
C 0.863 0.529 -4.395
C -2.737 -4.263 1.023
C -3.589 1.348 4.343
C 3.150 -0.186 -4.547
C -3.252 -1.994 1.624
C 0.915 0.380 -3.017
C -0.423 3.654 -2.254
C -5.334 1.401 -2.027
C 0.616 -4.178 -0.584
C -0.178 3.521 2.866
C 1.988 0.259 -5.161
C -1.315 -4.786 -2.022
C 2.549 3.182 -1.414
C -2.164 -1.537 0.878
C -0.784 -4.773 -0.578
C 0.740 -2.797 -0.576
C -1.659 -3.848 0.256
C -3.264 0.719 -0.282
C 5.999 0.370 1.557
C -2.569 1.054 5.234
C 1.793 -4.912 -0.657
C -2.175 0.713 2.496
C -3.401 1.160 2.980
C 3.769 -0.515 1.471
C 3.109 -2.899 -0.682
C -0.786 -6.195 -0.026
C -3.534 -3.345 1.697
C 3.030 -4.280 -0.716
C 0.139 3.263 1.429
C -5.004 2.242 -0.976
C -3.969 1.906 -0.116
C 3.618 -0.039 0.168
C -1.159 0.416 3.400
C 4.950 -0.308 2.162
C 1.947 -2.134 -0.597
C -4.629 0.220 -2.208
C -1.994 4.309 0.399
C 2.084 -0.038 -2.389
C -3.605 -0.122 -1.340
C 0.038 3.359 -0.861
C 2.627 2.788 1.816
C -0.704 3.560 0.320
C 5.863 0.836 0.260
C -1.356 0.573 4.759
C 3.195 -0.346 -3.171
C 1.421 2.937 0.937
H 0.415 2.898 3.531
H 0.057 4.562 3.105
H 4.096 -0.731 -2.716
H 6.678 1.357 -0.220
H -0.684 -5.416 -2.647
H -4.223 1.347 2.305
H -4.374 -3.689 2.283
H 3.536 2.632 1.242
H -3.078 -1.056 -1.490
H -4.883 -0.445 -3.022
H -1.789 -6.617 -0.046
H 2.538 1.952 2.511
H -1.458 3.347 -2.413
H -2.971 -5.314 1.100
H -6.141 1.659 -2.697
H -5.554 3.160 -0.819
H -4.542 1.706 4.706
H 5.054 -0.681 3.171
H -3.874 -1.290 2.159
H 3.477 2.913 -0.922
H 4.022 -0.420 -5.141
H -2.532 4.129 1.327
H -1.228 3.355 3.102
H 4.077 -2.416 -0.693
H -1.770 5.379 0.369
H -3.730 2.562 0.703
H -0.199 0.053 3.039
H -2.721 1.189 6.295
H 2.473 2.609 -2.337
H -2.332 -5.176 -2.045
H -0.367 4.726 -2.458
H 2.629 4.236 -1.691
H 3.932 -4.871 -0.779
H -2.655 4.098 -0.439
H 1.755 -5.991 -0.666
H -1.322 -3.782 -2.447
H -0.412 -6.234 0.997
H 0.019 0.596 -2.432
H 4.586 1.007 -1.440
H -0.053 0.854 -4.867
H 2.765 3.689 2.415
H 1.955 0.380 -6.234
H 2.962 -1.058 1.948
H 6.923 0.529 2.095
H 0.196 3.150 -2.993
H -0.171 -6.848 -0.644
H -0.560 0.332 5.450
```

Results
Net charge: +1
Multiplicity: 3
⟨S²⟩: 2.0140
E_LUMO (alpha / beta), Ha: -0.065 / -0.109
Largest force on an atom, eV/Å: 0.6
Electronic energy, eV: -113240.6131
Frontier orbital gap (alpha / beta), eV: 7.9 / 7.9



# 2
A molecular structure, C49H48BrF4N4O2PS6Ta in a non-equilibrium geometry. Source: OMol25; level of theory: ωB97M-V with the def2-TZVPD basis set.

```
116
Properties=species:S:1:pos:R:3
Ta 0.227 -0.266 -0.135
Br 1.317 2.037 -1.986
S -1.823 1.787 -2.678
S -1.881 -0.170 -3.304
S -4.579 -1.319 2.086
S -1.659 1.543 -0.644
S -4.185 -0.315 -0.665
S -0.122 -0.900 -2.584
P 0.879 2.483 1.279
F 1.641 5.393 2.016
F 2.300 4.500 -3.275
F 2.555 7.327 0.457
F 2.903 6.910 -2.205
O -2.452 -1.309 5.004
O 0.205 -0.497 1.767
N 2.577 -0.611 -0.541
N -2.224 -0.581 1.124
N -1.930 -0.807 2.437
N 0.573 -2.669 -0.312
C -1.764 -3.853 1.408
C 1.953 2.649 2.761
C 5.137 -1.783 1.709
C 2.461 5.938 -1.433
C 4.897 -0.888 -3.221
C 4.059 3.236 3.774
C 2.116 -4.257 -0.878
C 0.752 -1.639 6.623
C 4.235 0.859 -1.625
C 1.532 3.850 0.222
C 3.720 0.255 -0.461
C 5.442 1.291 0.852
C -0.608 -1.621 6.397
C 1.489 2.230 4.007
C 4.399 0.377 0.768
C 1.892 -2.888 -0.651
C 1.153 -1.105 4.331
C 3.914 0.279 -2.992
C 1.712 3.676 -1.147
C 4.360 -0.030 3.297
C -2.405 4.914 1.993
C 3.587 2.835 5.015
C 4.043 1.240 -4.173
C -3.489 -0.713 0.866
C 1.645 -1.381 5.583
C -3.139 4.140 2.878
C 2.302 2.328 5.126
C -1.497 -4.124 -0.077
C 2.287 6.145 -0.074
C 5.799 2.067 -0.237
C -2.349 -3.217 -0.972
C -1.859 -5.581 -0.378
C 2.158 4.699 -1.967
C -1.494 2.404 2.692
C -0.677 -0.779 2.724
C -1.123 -1.331 5.133
C -0.226 -1.068 4.078
C -2.688 2.873 3.212
C 0.903 -4.873 -0.684
C -6.086 -1.057 1.107
C -5.734 -1.228 -0.352
C -1.209 4.445 1.470
C 1.822 5.118 0.729
C 5.227 1.821 -1.473
C -0.036 -3.873 -0.350
C 4.160 -0.608 1.898
C 3.256 3.126 2.651
C 2.823 -1.882 -0.742
C -0.717 3.201 1.850
H 4.949 -1.557 -2.362
H -3.266 2.243 3.877
H 2.899 -0.129 -2.982
H -2.119 -2.167 -0.802
H -2.681 -1.136 4.071
H -6.818 -1.791 1.439
H 3.642 3.436 1.691
H 4.928 -2.570 2.436
H 3.727 0.840 3.470
H 1.120 -1.854 7.618
H -2.929 -5.729 -0.227
H 3.832 -2.189 -1.003
H -4.071 4.510 3.283
H 0.486 1.845 4.121
H -1.447 -2.851 1.669
H -1.204 -4.555 2.028
H 6.161 -1.434 1.857
H -1.313 -1.836 7.189
H 3.879 0.683 -5.096
H -6.453 -0.053 1.316
H 1.923 2.006 6.088
H 5.902 -0.501 -3.396
H 1.820 -0.906 3.504
H 5.082 -2.212 0.709
H 0.697 -5.926 -0.776
H -0.686 5.058 0.751
H -3.410 -3.379 -0.766
H 4.114 -0.797 4.035
H 6.578 2.814 -0.141
H 5.596 2.350 -2.341
H 5.041 1.674 -4.232
H 2.712 -1.404 5.762
H 5.398 0.260 3.464
H -5.570 -2.271 -0.622
H -2.760 5.893 1.699
H 3.316 2.050 -4.136
H -1.331 -6.265 0.287
H -2.163 -3.440 -2.024
H -1.623 -5.841 -1.411
H 5.991 1.388 1.779
H -1.171 1.401 2.936
H 3.059 -4.708 -1.147
H -6.501 -0.804 -0.999
H 4.221 2.901 5.889
H 3.138 -0.990 1.829
H -2.826 -3.955 1.642
H 5.060 3.636 3.675
H 4.590 -1.464 -4.095
```

Results
Net charge: +1
E_LUMO, Ha: -0.169
Largest force on an atom, eV/Å: 2.1
Energy above the lowest of the compared OMol25 structures with the same formula, charge and spin, eV: 1.938
Electronic energy, eV: -218408.4365
Frontier orbital gap, eV: 5.6



Question: Which value of largest force on an atom does entry 2 give?
Answer: 2.1 eV/Å